No. 1
{"formula": "C5H13IP", "method": "the ωB97M-V functional and the def2-TZVPD basis", "gap_ev": 8.3, "mol_weight_g_mol": 231.037, "relative_energy_kcal_mol": 37.8, "e_tot_ha": -837.043644, "charge": 1, "symbols": ["C", "C", "C", "C", "C", "P", "I", "H", "H", "H", "H", "H", "H", "H", "H", "H", "H", "H", "H", "H"], "positions_angstrom": [[-1.898, -0.588, -0.789], [-0.749, -2.052, 1.042], [1.152, 1.086, 1.736], [0.839, 2.003, -0.993], [-0.680, -1.409, -0.308], [1.079, 0.449, -0.013], [3.481, -0.226, -0.170], [-2.117, 0.361, -0.219], [-2.794, -1.245, -0.556], [-1.962, -0.459, -1.874], [0.173, -2.526, 1.605], [-1.512, -2.803, 0.925], [-1.015, -1.240, 1.675], [1.369, 0.457, 2.580], [0.203, 1.715, 1.808], [1.927, 1.788, 1.725], [1.462, 1.919, -1.865], [1.259, 2.789, -0.339], [-0.174, 2.169, -1.284], [-0.475, -2.155, -1.113]]}

No. 2
{"formula": "C4H8N3O2", "method": "the ωB97M-V functional and the def2-TZVPD basis", "smiles": "CC1(C)NC(=O)N[N+]1=O", "gap_ev": [9.1, 9.1], "mol_weight_g_mol": 130.127, "relative_energy_kcal_mol": 101.2, "e_tot_ha": -471.599780, "charge": 1, "symbols": ["C", "C", "C", "C", "N", "N", "N", "O", "O", "H", "H", "H", "H", "H", "H", "H", "H"], "positions_angstrom": [[-1.333, 1.470, -0.443], [0.302, -0.091, 0.144], [-0.007, -1.107, 1.228], [1.813, 0.069, -0.120], [-0.226, 1.204, 0.387], [-1.464, 0.251, -1.259], [-0.499, -0.621, -1.017], [-2.091, 2.368, -0.669], [-0.354, -1.740, -1.401], [-1.067, -1.063, 1.329], [0.621, -0.920, 2.080], [0.266, -2.107, 0.978], [1.942, 0.565, -0.994], [2.123, -0.944, -0.044], [2.377, 0.645, 0.584], [-0.263, 1.688, 1.208], [-2.139, 0.334, -1.992]]}

No. 3
{"formula": "C76H197N15O23", "method": "the ωB97M-V functional and the def2-TZVPD basis", "gap_ev": 8.5, "mol_weight_g_mol": 1689.494, "relative_energy_kcal_mol": 89.2, "e_tot_ha": -5565.029950, "symbols": ["C", "O", "C", "C", "N", "C", "C", "O", "C", "H", "H", "H", "H", "H", "H", "H", "H", "H", "H", "H", "H", "H", "H", "H", "C", "O", "C", "C", "N", "C", "C", "O", "C", "H", "H", "H", "H", "H", "H", "H", "H", "H", "H", "H", "H", "H", "H", "H", "C", "O", "C", "C", "N", "C", "C", "O", "C", "H", "H", "H", "H", "H", "H", "H", "H", "H", "H", "H", "H", "H", "H", "H", "C", "O", "C", "C", "N", "C", "C", "O", "C", "H", "H", "H", "H", "H", "H", "H", "H", "H", "H", "H", "H", "H", "H", "H", "C", "O", "C", "C", "N", "C", "C", "O", "C", "H", "H", "H", "H", "H", "H", "H", "H", "H", "H", "H", "H", "H", "H", "H", "C", "O", "C", "C", "N", "C", "C", "O", "C", "H", "H", "H", "H", "H", "H", "H", "H", "H", "H", "H", "H", "H", "H", "H", "C", "O", "C", "C", "N", "C", "C", "O", "C", "H", "H", "H", "H", "H", "H", "H", "H", "H", "H", "H", "H", "H", "H", "H", "C", "O", "C", "C", "N", "C", "C", "O", "C", "H", "H", "H", "H", "H", "H", "H", "H", "H", "H", "H", "H", "H", "H", "H", "C", "C", "C", "O", "C", "N", "H", "H", "H", "H", "H", "H", "H", "H", "H", "H", "H", "C", "C", "C", "O", "C", "N", "H", "H", "H", "H", "H", "H", "H", "H", "H", "H", "H", "C", "C", "C", "O", "C", "N", "H", "H", "H", "H", "H", "H", "H", "H", "H", "H", "H", "C", "C", "C", "O", "C", "N", "H", "H", "H", "H", "H", "H", "H", "H", "H", "H", "H", "C", "C", "C", "O", "C", "N", "H", "H", "H", "H", "H", "H", "H", "H", "H", "H", "H", "C", "C", "C", "O", "C", "N", "H", "H", "H", "H", "H", "H", "H", "H", "H", "H", "H", "C", "C", "C", "O", "C", "N", "H", "H", "H", "H", "H", "H", "H", "H", "H", "H", "H"], "positions_angstrom": [[1.512, 11.262, -7.509], [1.208, 10.968, -6.218], [-0.037, 10.380, -5.970], [-0.027, 9.785, -4.592], [0.596, 8.519, -4.597], [2.079, 8.451, -4.591], [2.509, 7.058, -4.252], [2.010, 6.716, -2.974], [2.270, 5.272, -2.829], [2.376, 11.881, -7.485], [0.707, 11.794, -7.995], [1.661, 10.324, -8.016], [-0.230, 9.554, -6.676], [-0.704, 11.205, -6.083], [-1.104, 9.725, -4.285], [0.433, 10.524, -3.879], [0.252, 7.992, -3.767], [2.528, 9.224, -3.895], [2.420, 8.591, -5.627], [3.637, 7.027, -4.252], [2.112, 6.394, -5.091], [1.832, 4.747, -3.746], [1.866, 4.832, -1.928], [3.372, 5.075, -2.862], [-4.763, -3.398, 0.993], [-4.631, -3.084, -0.401], [-5.017, -4.215, -1.197], [-4.639, -3.973, -2.673], [-3.264, -3.585, -2.788], [-2.892, -3.729, -4.165], [-1.423, -3.443, -4.487], [-1.249, -2.107, -3.960], [-0.054, -1.488, -4.297], [-4.237, -4.320, 1.311], [-5.799, -3.490, 1.209], [-4.401, -2.510, 1.471], [-6.058, -4.384, -1.082], [-4.489, -5.157, -0.858], [-5.359, -3.317, -3.151], [-4.783, -4.938, -3.117], [-3.237, -2.525, -2.628], [-3.437, -2.974, -4.782], [-3.111, -4.767, -4.587], [-1.253, -3.495, -5.578], [-0.761, -4.139, -3.996], [0.092, -1.620, -5.370], [0.731, -1.972, -3.780], [-0.101, -0.467, -3.998], [-4.955, -13.419, 7.373], [-3.978, -12.402, 7.273], [-2.646, -12.824, 7.347], [-1.748, -11.688, 6.886], [-1.661, -11.569, 5.486], [-0.634, -10.774, 4.756], [-0.637, -9.289, 5.059], [0.272, -8.668, 4.211], [0.228, -7.276, 4.355], [-4.532, -14.423, 7.093], [-5.753, -13.119, 6.735], [-5.330, -13.455, 8.379], [-2.513, -13.755, 6.742], [-2.420, -13.072, 8.417], [-0.740, -11.707, 7.293], [-2.276, -10.822, 7.266], [-1.895, -12.457, 5.019], [-0.795, -10.922, 3.739], [0.318, -11.164, 5.027], [-0.296, -9.109, 6.075], [-1.632, -8.969, 4.984], [0.225, -6.978, 5.388], [-0.589, -6.774, 3.781], [1.123, -6.931, 3.888], [6.626, 5.600, -2.145], [6.122, 4.272, -2.022], [6.603, 3.770, -0.748], [5.978, 2.406, -0.558], [6.226, 1.910, 0.812], [5.124, 2.123, 1.767], [3.970, 1.244, 1.281], [4.391, -0.099, 1.165], [3.263, -1.060, 1.296], [6.308, 6.232, -1.323], [6.364, 6.061, -3.096], [7.712, 5.523, -2.117], [6.268, 4.382, 0.087], [7.701, 3.759, -0.787], [6.342, 1.605, -1.154], [4.876, 2.562, -0.783], [6.489, 0.916, 0.793], [4.784, 3.200, 1.837], [5.498, 1.922, 2.785], [3.541, 1.627, 0.338], [3.118, 1.253, 2.005], [2.753, -0.915, 2.249], [3.764, -1.982, 1.437], [2.493, -1.124, 0.529], [-1.865, -1.114, 3.603], [-3.112, -0.512, 3.843], [-2.984, 0.957, 3.971], [-4.244, 1.408, 4.654], [-4.439, 0.643, 5.937], [-5.803, 0.750, 6.545], [-5.940, 2.113, 7.227], [-6.048, 3.234, 6.331], [-6.826, 4.383, 6.873], [-1.474, -0.777, 2.651], [-2.060, -2.155, 3.449], [-1.149, -0.935, 4.416], [-2.882, 1.417, 3.008], [-2.029, 1.158, 4.526], [-5.038, 1.146, 3.968], [-4.191, 2.500, 4.949], [-4.305, -0.337, 5.685], [-6.000, -0.088, 7.260], [-6.662, 0.684, 5.835], [-5.131, 2.310, 7.985], [-6.758, 2.161, 7.959], [-7.336, 5.049, 6.134], [-6.095, 4.984, 7.563], [-7.586, 3.988, 7.591], [1.405, 3.639, 0.478], [2.596, 4.415, 0.647], [2.591, 5.101, 1.850], [3.802, 5.931, 1.931], [3.956, 6.501, 3.258], [4.914, 7.585, 3.311], [6.403, 7.165, 3.275], [7.163, 8.342, 3.349], [8.529, 8.172, 2.990], [1.486, 2.843, 1.186], [1.487, 3.267, -0.534], [0.490, 4.258, 0.629], [2.761, 4.340, 2.630], [1.663, 5.603, 2.047], [3.856, 6.705, 1.143], [4.661, 5.291, 1.626], [4.061, 5.830, 4.017], [4.765, 8.103, 4.273], [4.809, 8.353, 2.557], [6.577, 6.677, 2.263], [6.674, 6.544, 4.143], [8.674, 7.859, 1.970], [8.975, 7.384, 3.610], [9.050, 9.081, 3.149], [-0.480, 2.016, -2.403], [-0.292, 1.520, -1.112], [-1.513, 1.225, -0.447], [-1.781, -0.242, -0.645], [-0.820, -1.055, 0.085], [-0.941, -2.459, -0.265], [0.013, -3.306, 0.416], [1.303, -3.001, 0.017], [2.141, -4.103, 0.319], [-0.861, 3.030, -2.322], [-1.130, 1.379, -3.030], [0.488, 1.986, -2.830], [-2.335, 1.858, -0.885], [-1.386, 1.502, 0.607], [-1.798, -0.528, -1.704], [-2.759, -0.446, -0.257], [0.100, -0.798, -0.230], [-0.795, -2.621, -1.339], [-1.991, -2.786, 0.051], [-0.282, -4.330, 0.193], [-0.053, -3.164, 1.550], [1.924, -4.990, -0.353], [1.976, -4.415, 1.319], [3.183, -3.803, 0.138], [-0.831, 4.233, 3.546], [-1.357, 4.253, 2.255], [-2.173, 5.346, 1.902], [-2.905, 5.039, 0.556], [-3.834, 4.002, 0.886], [-4.844, 3.773, -0.148], [-5.739, 2.642, 0.291], [-4.838, 1.458, 0.410], [-5.472, 0.208, 0.673], [-1.716, 4.036, 4.204], [-0.209, 5.120, 3.941], [-0.092, 3.410, 3.606], [-1.539, 6.244, 1.684], [-2.949, 5.575, 2.626], [-2.128, 4.658, -0.194], [-3.344, 5.916, 0.127], [-3.268, 3.115, 0.979], [-4.397, 3.518, -1.128], [-5.408, 4.721, -0.237], [-6.477, 2.358, -0.456], [-6.205, 2.880, 1.234], [-5.017, -0.370, 1.484], [-5.487, -0.428, -0.238], [-6.496, 0.366, 1.035], [-2.768, -7.969, -0.656], [-1.954, -9.223, -0.859], [-0.721, -9.249, 0.078], [-0.059, -7.999, -0.006], [1.287, -8.000, 0.646], [-2.672, -10.447, -0.443], [-2.179, -7.101, -0.985], [-2.947, -7.848, 0.443], [-3.774, -7.868, -1.103], [-1.605, -9.444, -1.911], [-0.028, -10.091, -0.228], [-0.927, -9.356, 1.135], [1.173, -7.984, 1.710], [1.783, -7.087, 0.283], [1.861, -8.907, 0.399], [-3.646, -10.426, -0.726], [-2.778, -10.574, 0.544], [1.229, -7.869, -3.231], [1.561, -6.356, -3.021], [2.009, -5.797, -4.347], [2.234, -4.387, -4.302], [2.512, -3.806, -5.560], [0.380, -5.709, -2.513], [2.110, -8.533, -3.321], [0.548, -8.075, -4.058], [0.733, -8.253, -2.308], [2.415, -6.225, -2.349], [1.237, -6.029, -5.080], [2.941, -6.235, -4.651], [3.624, -3.711, -5.708], [2.232, -2.792, -5.548], [2.136, -4.394, -6.382], [0.042, -6.221, -1.697], [0.528, -4.746, -2.316], [5.319, -3.537, -3.429], [4.886, -3.255, -2.015], [5.351, -4.370, -1.102], [4.765, -5.625, -1.500], [4.813, -6.528, -0.418], [5.489, -2.012, -1.536], [5.041, -4.493, -3.787], [6.428, -3.692, -3.481], [5.217, -2.792, -4.246], [3.779, -3.238, -1.941], [5.155, -4.105, -0.039], [6.391, -4.476, -1.336], [5.833, -6.732, -0.107], [4.311, -7.429, -0.812], [4.286, -6.124, 0.441], [5.012, -1.634, -0.774], [6.459, -1.973, -1.543], [3.464, 1.046, -5.714], [3.464, 2.064, -4.511], [3.371, 1.337, -3.189], [2.249, 0.570, -2.989], [2.274, -0.015, -1.721], [4.704, 2.844, -4.434], [4.250, 0.349, -5.664], [3.569, 1.634, -6.624], [2.552, 0.474, -5.667], [2.640, 2.709, -4.729], [3.399, 2.098, -2.389], [4.282, 0.711, -3.129], [1.389, -0.552, -1.434], [2.440, 0.773, -0.984], [3.090, -0.726, -1.785], [5.058, 3.056, -3.456], [5.455, 2.369, -4.937], [-0.305, 3.496, 7.838], [-0.801, 2.363, 6.888], [0.290, 1.210, 6.744], [0.841, 1.181, 5.428], [2.025, 0.495, 5.332], [-1.984, 1.801, 7.527], [-0.028, 3.135, 8.845], [-1.053, 4.245, 7.945], [0.562, 3.853, 7.354], [-0.927, 2.876, 5.942], [-0.208, 0.219, 6.863], [1.099, 1.370, 7.517], [2.780, 1.168, 5.715], [2.231, 0.274, 4.271], [2.000, -0.498, 5.885], [-2.439, 1.084, 6.943], [-2.713, 2.488, 7.635], [-1.533, 5.275, -4.555], [-2.307, 5.373, -3.259], [-2.474, 6.790, -2.755], [-1.291, 7.483, -2.565], [-0.575, 7.039, -1.418], [-3.681, 4.828, -3.369], [-0.520, 5.792, -4.382], [-2.101, 5.806, -5.330], [-1.349, 4.252, -4.794], [-1.940, 4.639, -2.526], [-3.079, 6.829, -1.839], [-3.108, 7.263, -3.509], [0.312, 7.708, -1.313], [-0.402, 5.974, -1.534], [-1.209, 7.137, -0.530], [-4.175, 5.508, -3.992], [-3.751, 3.909, -3.795], [-5.878, -0.373, -3.526], [-4.443, 0.027, -3.282], [-3.557, 0.148, -4.512], [-3.965, 1.374, -5.180], [-3.127, 1.453, -6.339], [-4.276, 1.343, -2.591], [-6.506, -0.753, -2.636], [-5.820, -1.186, -4.263], [-6.382, 0.479, -3.983], [-3.937, -0.660, -2.528], [-3.647, -0.710, -5.165], [-2.513, 0.234, -4.164], [-3.509, 2.221, -7.057], [-3.158, 0.514, -6.897], [-2.113, 1.694, -6.063], [-4.615, 2.101, -3.193], [-4.621, 1.395, -1.627]]}

No. 4
{"formula": "C6H12BrIO4S", "method": "the ωB97M-V functional and the def2-TZVPD basis", "gap_ev": 8.6, "mol_weight_g_mol": 387.033, "e_tot_ha": -3806.514242, "symbols": ["O", "S", "O", "Br", "O", "C", "C", "C", "I", "H", "H", "H", "H", "H", "H", "C", "C", "O", "C", "H", "H", "H", "H", "H", "H"], "positions_angstrom": [[3.740, -1.079, -1.235], [2.974, -1.946, -0.166], [2.655, -3.444, -0.987], [1.574, -3.108, -2.439], [1.428, -1.309, 0.168], [1.266, 0.061, -0.381], [2.136, 1.210, 0.404], [2.608, 2.478, -0.521], [1.204, 3.061, -2.093], [0.119, 0.335, -0.200], [1.406, 0.047, -1.546], [3.135, 0.750, 0.869], [1.486, 1.527, 1.354], [2.705, 3.414, 0.214], [3.717, 2.262, -0.903], [-3.997, 0.095, -0.149], [-2.948, 0.092, 0.931], [-2.410, 1.135, 1.302], [-2.582, -1.235, 1.539], [-4.159, 1.122, -0.495], [-3.661, -0.510, -0.995], [-4.939, -0.293, 0.247], [-2.183, -1.900, 0.768], [-3.461, -1.683, 2.010], [-1.813, -1.084, 2.304]]}